## one
Molecular formula: C3H9N2
Method: DFT, wB97M-V/def2-TZVPD

Structure (ORCA input):
```
! wB97M-V def2-TZVPD RIJCOSX def2/J DEFGRID3
* xyz 1 1
C 1.842 -1.537 0.632
C 1.148 -0.304 0.070
C 0.009 -0.429 -0.483
N -4.003 1.162 -0.211
N 1.904 0.910 0.057
H 2.555 -1.959 -0.066
H 2.363 -1.182 1.514
H 1.069 -2.255 0.889
H -0.809 -1.149 -0.515
H -4.314 0.343 0.293
H -4.601 1.193 -1.028
H -3.050 1.024 -0.506
H 1.274 1.685 0.246
H 2.456 1.127 -0.765
*
```

The calculation puts the highest occupied orbital energy at -0.4812 Ha.

## two
Molecular formula: C3H9N2
Method: DFT, wB97M-V/def2-TZVPD

Structure (ORCA input):
```
! wB97M-V def2-TZVPD RIJCOSX def2/J DEFGRID3
* xyz 1 1
C -1.965 0.499 0.689
C -1.059 0.138 -0.483
N 0.243 -0.411 0.010
C 1.413 -0.035 -0.462
N 2.554 -0.652 -0.270
H -1.409 0.348 1.608
H -2.300 1.525 0.556
H -2.846 -0.140 0.734
H -1.435 -0.677 -1.092
H -0.752 0.938 -1.157
H 0.140 -0.955 0.855
H 1.355 1.017 -0.755
H 2.686 -1.364 0.436
H 3.374 -0.229 -0.668
*
```

The calculation puts the highest occupied orbital energy at -0.5602 Ha. Its SMILES is CC/[NH+]=C/N.

## three
Molecular formula: C3H9N2
Method: DFT, wB97M-V/def2-TZVPD

Structure (ORCA input):
```
! wB97M-V def2-TZVPD RIJCOSX def2/J DEFGRID3
* xyz 1 1
C 0.992 -1.108 -1.720
C -0.001 -0.280 -1.486
N -0.112 0.682 -0.380
C 0.007 0.038 1.147
N -0.992 0.656 1.901
H 1.782 -1.363 -1.025
H 0.973 -1.600 -2.682
H -0.749 -0.065 -2.241
H -1.048 0.981 -0.293
H 0.573 1.398 -0.505
H 1.024 0.287 1.431
H -0.204 -0.989 0.885
H -1.565 0.002 2.419
H -0.681 1.362 2.550
*
```

The calculation puts the highest occupied orbital energy at -0.5491 Ha. Its SMILES is C=C[NH2+]CN.

two comes first in stability; the runner-up is 94.9 kJ/mol higher.

## one
Molecular formula: C3H9N2
Method: DFT, wB97M-V/def2-TZVPD

Structure (ORCA input):
```
! wB97M-V def2-TZVPD RIJCOSX def2/J DEFGRID3
* xyz 1 1
C 2.134 0.376 -0.470
N 1.567 -0.721 -0.181
C 0.110 -0.888 -0.026
N -0.556 0.329 -0.302
C -1.701 0.683 0.523
H 1.516 1.267 -0.540
H 3.202 0.442 -0.620
H 2.111 -1.580 -0.086
H -0.147 -1.746 -0.671
H -0.063 -1.193 1.014
H -0.770 0.453 -1.286
H -1.919 1.737 0.364
H -2.595 0.101 0.286
H -1.452 0.533 1.570
*
```

The calculation puts the highest occupied orbital energy at -0.5131 Ha. Its SMILES is C=[NH+]CNC.

## two
Molecular formula: C3H9N2
Method: DFT, wB97M-V/def2-TZVPD

Structure (ORCA input):
```
! wB97M-V def2-TZVPD RIJCOSX def2/J DEFGRID3
* xyz 1 1
C 1.846 -0.557 0.049
N 0.561 -0.106 -0.489
C 0.130 1.157 -0.223
C -0.593 0.107 0.508
N -1.776 -0.444 -0.148
H 2.692 -0.177 -0.617
H 1.815 -0.043 1.025
H 1.838 -1.572 0.126
H -0.481 1.703 -0.950
H 0.847 1.777 0.260
H -0.447 -0.075 1.529
H -2.630 0.095 -0.010
H -2.174 -1.328 0.086
H -1.629 -0.536 -1.146
*
```

The calculation puts the highest occupied orbital energy at -0.5157 Ha. Its SMILES is CN1C[C@H]1[NH3+].

## three
Molecular formula: C3H9N2
Method: DFT, wB97M-V/def2-TZVPD

Structure (ORCA input):
```
! wB97M-V def2-TZVPD RIJCOSX def2/J DEFGRID3
* xyz 1 1
C -0.934 -0.972 -0.677
C -1.246 -0.225 0.511
N 1.595 -0.538 -0.187
C 1.111 0.832 -0.059
N -0.190 0.919 0.729
H -1.203 -2.050 -0.715
H -1.109 -0.384 -1.605
H 0.491 -1.118 -0.432
H -2.162 0.442 0.552
H -1.208 -0.822 1.461
H 0.878 1.244 -1.034
H 2.597 -0.525 0.052
H 1.938 1.458 0.454
H -0.559 1.739 0.953
*
```

The calculation puts the highest occupied orbital energy at -0.5198 Ha.

one comes first in stability; the runner-up is 133.7 kJ/mol higher.

## one
Molecular formula: C18H54O9
Method: DFT, wB97M-V/def2-TZVPD

Structure (ORCA input):
```
! wB97M-V def2-TZVPD RIJCOSX def2/J DEFGRID3
* xyz 0 1
C 2.600 9.355 9.171
C 3.860 8.966 9.916
O 4.659 10.069 10.366
H 2.503 8.632 8.357
H 2.682 10.344 8.719
H 1.658 9.282 9.712
H 4.522 8.389 9.261
H 3.528 8.381 10.784
H 5.182 9.749 11.103
C 0.355 9.593 12.645
C 0.112 8.106 12.372
O -0.911 7.924 11.384
H 0.985 9.640 13.532
H -0.612 9.975 12.984
H 0.681 10.048 11.716
H -0.055 7.668 13.356
H 1.032 7.708 11.935
H -1.530 7.296 11.774
C 2.445 8.824 2.336
C 1.745 7.497 2.648
O 0.951 7.123 1.521
H 3.323 8.962 2.968
H 1.794 9.658 2.609
H 2.666 8.898 1.274
H 1.009 7.687 3.437
H 2.506 6.766 2.927
H 0.625 6.231 1.674
C 1.191 1.570 5.567
C 1.077 1.293 4.075
O 1.736 2.290 3.309
H 0.624 2.455 5.867
H 2.211 1.617 5.951
H 0.722 0.796 6.189
H 0.022 1.292 3.815
H 1.550 0.337 3.839
H 2.676 2.284 3.503
C -3.170 3.409 7.808
C -4.092 2.347 8.356
O -5.336 3.032 8.638
H -3.660 3.887 6.952
H -2.378 2.938 7.209
H -2.795 4.112 8.543
H -3.722 1.951 9.307
H -4.215 1.558 7.610
H -5.854 2.391 9.141
C -4.755 7.392 11.378
C -4.678 6.009 10.755
O -4.362 5.022 11.731
H -5.465 7.502 12.203
H -5.162 8.038 10.595
H -3.777 7.722 11.718
H -3.755 6.131 10.167
H -5.494 5.717 10.096
H -4.329 4.146 11.340
C -0.759 10.406 6.263
C -0.414 11.813 6.640
O 0.389 11.817 7.812
H -1.373 10.345 5.363
H -1.255 9.849 7.063
H 0.144 9.803 6.107
H -1.347 12.395 6.682
H 0.085 12.333 5.811
H 1.152 12.365 7.612
C 0.605 3.726 10.506
C 0.241 3.048 9.177
O 0.165 1.621 9.324
H 1.429 4.422 10.353
H 0.781 3.028 11.316
H -0.248 4.377 10.713
H 0.976 3.224 8.382
H -0.716 3.385 8.780
H 0.011 1.227 8.462
C -0.386 5.730 6.242
C 0.016 6.371 7.547
O -1.119 6.165 8.427
H -1.277 6.181 5.809
H -0.472 4.647 6.297
H 0.419 5.941 5.525
H 0.147 7.456 7.517
H 0.917 5.929 7.986
H -1.046 6.836 9.118
*
```

The calculation puts the highest occupied orbital energy at -0.3654 Ha. Its SMILES is CCO.CCO.CCO.CCO.CCO.CCO.CCO.CCO.CCO.

## two
Molecular formula: C18H54O9
Method: DFT, wB97M-V/def2-TZVPD

Structure (ORCA input):
```
! wB97M-V def2-TZVPD RIJCOSX def2/J DEFGRID3
* xyz 0 1
C 11.406 5.312 -2.969
C 12.245 4.236 -3.615
O 11.755 2.941 -3.249
H 11.604 5.326 -1.892
H 10.335 5.143 -3.097
H 11.640 6.339 -3.267
H 13.260 4.335 -3.226
H 12.219 4.341 -4.704
H 11.119 2.685 -3.922
C 10.109 0.410 3.479
C 9.626 1.776 3.878
O 9.533 2.593 2.722
H 9.519 0.036 2.644
H 10.143 -0.317 4.294
H 11.162 0.407 3.173
H 10.265 2.273 4.611
H 8.635 1.624 4.327
H 9.210 3.465 3.016
C 7.714 5.126 -0.933
C 8.314 3.761 -0.609
O 7.722 3.214 0.552
H 6.713 4.991 -1.357
H 8.267 5.558 -1.771
H 7.594 5.783 -0.076
H 9.396 3.875 -0.464
H 8.285 3.108 -1.487
H 8.456 2.971 1.137
C 13.863 10.804 0.557
C 14.894 10.680 -0.550
O 16.047 10.065 0.034
H 14.177 11.481 1.348
H 13.568 9.840 0.968
H 12.936 11.218 0.146
H 15.159 11.629 -1.018
H 14.480 10.065 -1.355
H 16.788 10.093 -0.580
C 10.586 6.307 1.142
C 10.815 7.200 2.349
O 9.587 7.715 2.828
H 10.191 6.877 0.298
H 9.722 5.678 1.396
H 11.397 5.661 0.826
H 11.426 8.052 2.024
H 11.374 6.671 3.129
H 9.682 8.401 3.501
C 12.737 5.366 5.508
C 11.887 4.246 6.057
O 11.473 4.555 7.397
H 12.175 6.296 5.593
H 13.087 5.153 4.497
H 13.687 5.483 6.038
H 12.424 3.295 6.003
H 10.953 4.209 5.485
H 10.845 3.874 7.656
C 14.207 5.746 1.388
C 14.858 6.831 0.554
O 15.621 7.679 1.385
H 13.468 6.110 2.100
H 14.947 5.141 1.913
H 13.711 5.054 0.697
H 14.063 7.369 0.011
H 15.446 6.373 -0.255
H 15.717 8.533 0.907
C 6.264 4.944 3.798
C 7.522 5.310 4.546
O 8.687 5.027 3.751
H 6.075 5.563 2.926
H 5.428 4.891 4.500
H 6.303 3.915 3.423
H 7.677 4.886 5.545
H 7.543 6.380 4.790
H 9.240 5.817 3.787
C 9.480 8.081 6.760
C 9.551 9.507 6.244
O 8.833 9.566 4.980
H 8.448 7.773 6.918
H 9.989 8.062 7.725
H 9.941 7.387 6.056
H 10.548 9.939 6.133
H 8.964 10.158 6.905
H 8.490 10.456 4.873
*
```

The calculation puts the highest occupied orbital energy at -0.3479 Ha. Its SMILES is CCO.CCO.CCO.CCO.CCO.CCO.CCO.CCO.CCO.

two comes first in stability; the runner-up is 153.2 kJ/mol higher.

## one
Molecular formula: CH3F2OP
Method: DFT, wB97M-V/def2-TZVPD

Structure (ORCA input):
```
! wB97M-V def2-TZVPD RIJCOSX def2/J DEFGRID3
* xyz 0 1
F 2.254 1.120 -0.392
C 1.914 -0.199 -0.297
F 2.669 -0.566 0.813
O 0.412 -0.334 -0.062
P -0.546 0.860 0.620
H 2.148 -0.836 -1.187
H -1.493 0.491 -0.316
H -1.194 0.073 1.574
*
```

The calculation puts the highest occupied orbital energy at -0.3673 Ha. Its SMILES is FC(F)OP.

## two
Molecular formula: CH3F2OP
Method: DFT, wB97M-V/def2-TZVPD

Structure (ORCA input):
```
! wB97M-V def2-TZVPD RIJCOSX def2/J DEFGRID3
* xyz 0 1
C 1.040 -0.076 -0.052
O -0.188 -0.667 0.206
F -1.168 2.130 -0.002
F -2.505 -1.052 0.408
P -1.482 -0.362 -0.617
H 1.790 -0.447 0.751
H 1.022 1.023 0.143
H 1.492 -0.548 -0.837
*
```

The calculation puts the highest occupied orbital energy (spin up / spin down) at -0.3807 / -0.3806 Ha.

## three
Molecular formula: CH3F2OP
Method: DFT, wB97M-V/def2-TZVPD

Structure (ORCA input):
```
! wB97M-V def2-TZVPD RIJCOSX def2/J DEFGRID3
* xyz 0 1
C -0.972 -0.572 0.331
O 0.230 0.163 0.496
P 0.866 1.141 -0.622
F 1.892 -0.023 -1.470
F 2.010 1.594 0.389
H -1.881 0.033 0.687
H -0.920 -1.503 0.851
H -1.225 -0.833 -0.663
*
```

The calculation puts the highest occupied orbital energy at -0.4044 Ha. Its SMILES is COP(F)F.

three comes first in stability; the runner-up is 257.0 kJ/mol higher.

## one
Molecular formula: C2H5BrS
Method: DFT, wB97M-V/def2-TZVPD

Structure (ORCA input):
```
! wB97M-V def2-TZVPD RIJCOSX def2/J DEFGRID3
* xyz 0 1
C -0.175 -0.140 -1.135
C 0.216 -0.009 0.320
S -1.166 0.183 1.447
Br 1.663 1.279 0.348
H 0.034 0.831 -1.688
H 0.376 -0.892 -1.543
H -1.321 -0.268 -1.072
H 0.859 -1.694 0.848
H -0.486 0.709 2.474
*
```

The calculation puts the highest occupied orbital energy at -0.3249 Ha.

## two
Molecular formula: C2H5BrS
Method: DFT, wB97M-V/def2-TZVPD

Structure (ORCA input):
```
! wB97M-V def2-TZVPD RIJCOSX def2/J DEFGRID3
* xyz 0 1
C 0.605 0.556 -0.510
S -1.170 0.909 -0.730
C -1.797 -0.221 0.573
Br -3.585 0.221 1.112
H 0.780 0.242 0.515
H 1.155 1.471 -0.709
H 0.911 -0.224 -1.202
H -1.032 -0.014 1.472
H -1.767 -1.254 0.238
*
```

The calculation puts the highest occupied orbital energy at -0.3280 Ha. Its SMILES is CSCBr.

## three
Molecular formula: C2H5BrS
Method: DFT, wB97M-V/def2-TZVPD

Structure (ORCA input):
```
! wB97M-V def2-TZVPD RIJCOSX def2/J DEFGRID3
* xyz 0 1
C 0.746 -0.327 -0.333
C 0.615 1.048 0.081
S -2.440 0.193 1.013
Br -2.307 -1.647 -0.127
H -0.099 -0.861 -0.805
H 1.601 -0.663 -0.972
H 0.609 -0.880 0.636
H 0.916 1.821 -0.661
H 0.360 1.316 1.168
*
```

The calculation puts the highest occupied orbital energy at -0.2958 Ha.

two comes first in stability; the runner-up is 300.0 kJ/mol higher.